1.
A molecular structure, C22H98AsF6N44O27 at a distorted geometry. Source: the OMol25 dataset; level of theory: the ωB97M-V functional and the def2-TZVPD basis.

Geometry as XYZ:
```
198
C22H98AsF6N44O27 (the ωB97M-V functional and the def2-TZVPD basis)
As -0.054 -0.122 -0.032
F 0.267 0.978 1.338
F -1.850 0.095 0.252
F -0.115 1.150 -1.244
F 0.101 -1.528 1.060
F 1.762 -0.112 -0.247
F -0.409 -1.427 -1.281
O 4.145 0.531 2.543
O 0.738 4.073 -6.226
O -1.349 -0.610 -7.601
O -5.204 0.135 5.828
O -8.435 -2.278 -0.585
O 4.355 -4.319 -2.802
O -1.572 -3.975 -3.882
O 1.631 -4.297 0.106
O 2.182 4.541 4.054
O 1.461 -4.455 -5.288
O 6.366 2.445 0.360
O -0.730 3.112 -3.966
O -1.705 -5.525 2.893
O 5.620 -2.396 1.987
O -0.823 0.102 3.923
O -0.816 -5.588 -1.384
O 1.618 -2.339 5.700
O -5.563 1.204 2.036
O -4.805 0.284 -3.392
O -2.863 -1.705 3.674
O -3.877 -4.354 -0.182
O 1.778 1.646 7.890
O 2.573 6.229 -1.319
O 3.301 0.254 -3.721
O -4.156 4.161 -1.479
O -1.402 5.598 0.501
O 8.428 -2.422 -0.672
N -2.301 -3.263 0.718
N -6.999 -0.932 0.395
N -7.738 -2.636 1.520
N -3.548 -2.177 -0.653
N 1.867 -1.370 3.662
N -0.112 3.802 0.911
N 4.381 -2.165 -2.417
N 3.379 -2.751 4.371
N 6.446 2.532 -1.799
N -4.145 6.066 -2.607
N -3.093 -3.000 -5.150
N -0.851 1.173 -6.214
N 6.876 -0.924 -0.426
N 4.426 -3.908 0.941
N -2.780 -0.779 -3.075
N 1.176 -6.088 1.269
N 2.277 6.692 4.353
N -3.265 1.263 5.766
N -4.901 1.395 -0.063
N 1.586 1.482 -3.305
N -5.981 5.352 -1.974
N 3.632 -1.870 1.243
N -0.994 -2.857 -5.835
N 1.928 3.778 7.250
N -3.379 -4.301 3.821
N -2.638 -6.023 4.846
N 4.304 5.440 -2.241
N 0.182 -6.038 -4.466
N 8.633 -0.402 -1.558
N -3.043 1.222 -2.529
N 2.765 4.021 -1.649
N -4.494 1.430 7.476
N 2.465 -3.090 -2.623
N 0.436 5.943 3.940
N 4.876 1.327 -0.866
N 1.967 -6.665 -5.455
N 0.297 2.517 6.446
N -5.349 3.166 0.949
N 4.587 2.739 2.854
N 0.473 -4.266 1.942
N 1.280 -0.484 -4.016
N -1.579 3.616 -0.632
N 2.687 2.200 3.007
N -2.817 0.503 -6.429
C 1.341 2.625 7.266
C -5.302 1.869 1.118
C 4.587 -2.731 1.366
C 3.818 1.680 2.787
C -4.329 0.801 6.343
C 1.667 5.615 4.096
C -3.610 0.190 -3.113
C 2.125 0.387 -3.639
C 7.939 -1.368 -1.019
C 1.127 -4.837 1.045
C -3.282 -3.349 -0.120
C -2.560 -5.315 3.798
C -1.590 0.320 -6.837
C 3.758 -3.281 -2.653
C 2.190 -2.245 4.603
C -1.130 4.387 0.340
C 3.141 5.233 -1.752
C -1.814 -3.258 -4.898
C -4.726 5.127 -1.923
C -7.760 -2.001 0.385
C 5.934 2.104 -0.706
C 1.239 -5.625 -5.144
H -3.998 -4.181 4.611
H 4.181 3.623 3.128
H 0.326 4.430 1.570
H 1.776 7.569 4.353
H 1.887 -3.915 -2.693
H 3.962 -0.953 1.509
H 0.428 -0.410 -3.478
H 2.831 -1.992 0.641
H 2.917 3.759 7.453
H 3.968 -1.255 -2.272
H -6.557 4.641 -1.547
H 6.485 -1.440 0.349
H 2.139 -1.535 2.703
H -4.679 0.409 -0.072
H -0.551 3.922 -3.488
H 1.595 4.573 6.724
H 1.791 -7.516 -4.939
H -3.866 -3.416 -4.649
H -3.459 2.139 -2.608
H -1.580 -0.436 3.692
H -5.369 1.282 7.959
H -7.068 -2.116 2.068
H 0.600 1.611 -3.131
H 3.497 3.328 -1.707
H 2.879 -6.457 -5.835
H 2.686 3.097 3.470
H -4.764 6.750 -3.018
H 0.531 4.995 -6.072
H 0.144 -7.032 -4.294
H -3.912 2.203 7.768
H -2.823 1.105 -5.618
H 1.552 -1.351 -4.457
H -1.640 3.198 -4.251
H 1.876 1.603 3.081
H -3.515 -0.116 -6.815
H 0.132 1.174 -6.446
H -6.245 6.287 -2.252
H 8.099 0.378 -1.915
H 0.017 2.801 0.877
H 2.252 2.195 -3.042
H -1.260 -4.899 -1.878
H -4.691 2.091 -0.764
H -2.527 3.848 -0.894
H 1.513 -6.670 0.515
H -1.903 -6.689 5.036
H 2.070 -2.207 -2.332
H 0.024 1.655 5.996
H 4.682 0.954 -1.785
H -1.137 1.997 -5.706
H 5.360 -2.329 -2.604
H -8.363 -3.361 1.843
H -2.120 1.117 -2.132
H -0.863 0.845 3.321
H 5.934 2.226 -2.614
H 1.938 3.833 -1.100
H -1.193 2.683 -0.664
H -6.842 -0.394 -0.446
H -3.303 -5.784 5.568
H 3.231 6.614 4.675
H -3.277 -2.463 -5.985
H 5.036 -4.685 1.154
H 0.253 6.935 3.880
H 0.850 -6.521 2.121
H 6.632 0.057 -0.427
H -2.094 -4.072 1.287
H 9.445 -0.621 -2.118
H 0.439 -3.261 1.847
H -0.199 -5.120 -0.820
H -3.254 1.200 4.758
H -4.463 -2.217 -1.080
H -0.271 -4.801 2.368
H -3.104 -1.719 -3.253
H -2.877 -1.423 -0.651
H -0.509 -5.403 -4.091
H -3.808 -1.572 3.594
H -1.875 -2.385 0.976
H 4.819 4.738 -2.753
H -0.313 5.271 3.857
H 0.963 -0.944 3.804
H -1.251 -2.072 -6.416
H -6.387 -0.767 1.181
H 7.285 3.087 -1.888
H -4.818 3.493 0.155
H 0.546 3.642 -5.393
H 4.383 1.105 -0.013
H -2.503 1.705 6.261
H 0.032 3.284 5.844
H 5.539 2.623 2.538
H -5.450 3.787 1.739
H -3.161 6.143 -2.394
H -2.744 -2.062 4.554
H -3.116 -3.593 3.151
H -1.903 -0.691 -2.582
H 3.482 -4.159 0.686
H 3.865 -2.462 3.534
H -0.083 -3.279 -5.722
H 3.960 -2.757 5.197
H 4.581 6.410 -2.180
```

As for the HOMO energy: -6.5 eV. The LUMO energy comes out at 0.0295 Ha. As for the charge: -1. As for the orbital gap: 7.35 eV. The spin multiplicity is 1.

---

2.
A molecular structure, C29H29N6O5SW at a distorted geometry. Source: the OMol25 dataset; level of theory: the ωB97M-V functional and the def2-TZVPD basis.

Geometry as XYZ:
```
71
C29H29N6O5SW (the ωB97M-V functional and the def2-TZVPD basis)
W 0.651 -0.086 0.006
S -3.753 -4.843 4.095
O 2.529 -1.076 -0.219
O 2.755 2.350 2.989
O 0.430 -1.121 -1.798
O 4.742 -0.826 -0.163
O 2.035 1.059 -1.318
N -0.486 0.867 2.845
N 1.998 0.939 1.369
N -4.074 -3.991 2.753
N -1.237 -0.935 0.181
N -2.191 -4.450 4.287
N 0.670 -1.462 1.657
C -3.422 -1.406 -0.752
C 1.955 0.241 -4.843
C 0.793 -0.903 -3.011
C -0.572 -3.013 3.115
C -0.992 3.815 -0.149
C -1.876 -3.613 3.315
C 1.832 1.747 2.424
C 1.421 -0.608 -5.770
C 1.723 -2.568 3.526
C 2.295 1.035 -2.530
C 0.266 -1.780 -4.006
C -2.196 -0.817 -0.800
C -2.430 2.464 -1.623
C -3.787 -2.234 0.340
C -2.968 -3.346 2.426
C 0.566 -1.634 -5.329
C 3.405 0.758 1.029
C 3.616 -0.474 0.149
C 1.747 -1.724 2.449
C 3.337 2.019 -2.999
C -0.403 1.457 -0.542
C 1.664 0.135 -3.461
C -0.485 -2.122 2.007
C -1.553 -1.842 1.172
C -1.581 2.404 -0.333
C -2.507 2.111 0.850
C -2.827 -2.463 1.285
C 0.430 1.977 2.999
C 0.534 -3.239 3.882
H -1.798 2.654 -2.493
H 0.144 1.939 -1.359
H 0.140 -2.320 -6.052
H 3.714 2.559 -2.134
H -3.450 2.650 0.719
H 2.906 2.727 -3.709
H 4.159 1.502 -3.493
H 3.810 1.624 0.493
H 4.019 0.668 1.929
H -1.904 -0.207 -1.639
H -1.791 4.539 0.035
H -0.450 4.127 -1.043
H 0.013 2.840 2.473
H 1.653 -0.504 -6.821
H -4.758 -2.702 0.404
H -2.733 1.053 0.958
H -0.388 -2.566 -3.649
H -0.295 3.852 0.687
H 0.491 -3.912 4.727
H 2.621 1.027 -5.173
H -2.070 2.474 1.781
H -0.275 0.100 3.470
H 2.663 -1.216 2.206
H 0.602 2.293 4.034
H -1.456 1.124 2.968
H -4.111 -1.229 -1.566
H -3.165 3.271 -1.553
H 2.632 -2.708 4.091
H -2.978 1.538 -1.795
```

As for the HOMO energy (spin up / spin down): -3.1 / -3.4 eV. The LUMO energy (spin up / spin down) comes out at 0.0745 / 0.0751 Ha. As for the charge: -1. As for the orbital gap (spin up / spin down): 5.16 / 5.48 eV. The spin multiplicity is 1.

---

3.
A molecular structure, C14H42O14 at a distorted geometry. Source: the OMol25 dataset; level of theory: the ωB97M-V functional and the def2-TZVPD basis.

Geometry as XYZ:
```
70
C14H42O14 (the ωB97M-V functional and the def2-TZVPD basis)
O -1.933 3.011 3.301
O 1.893 1.543 -0.645
O -0.967 -0.613 0.442
O -4.939 -0.972 0.922
O -2.754 0.646 -0.923
O 4.019 -0.733 -5.588
O -4.539 1.076 1.264
O 3.918 -1.523 1.265
O -2.190 -1.860 1.745
O 1.874 0.538 -2.954
O 2.829 1.319 2.242
O 3.370 -3.475 -1.508
O -1.818 1.156 0.648
O 1.154 -0.620 -1.687
C -4.337 -1.074 2.227
C -2.218 1.565 3.108
C -1.328 1.021 1.942
C 3.174 1.939 -0.160
C -3.364 -2.203 2.365
C -4.848 1.111 -0.139
C 2.890 -2.340 -0.796
C 4.008 -1.570 -0.122
C 1.299 -0.796 -0.289
C 2.551 -0.407 -3.610
C -3.667 1.647 -0.914
C 3.676 1.301 1.166
C 0.267 0.038 0.480
C 3.033 0.051 -5.039
H -3.116 -2.371 3.413
H 3.792 -1.647 -5.399
H 0.065 1.053 0.138
H -2.070 1.019 4.040
H 2.289 0.302 -5.795
H -3.697 -3.117 1.871
H 1.982 1.573 1.867
H -2.190 3.301 4.179
H 0.589 0.173 1.513
H 3.454 1.027 -4.796
H -0.343 1.489 1.933
H 4.614 1.738 1.507
H -5.723 1.715 -0.383
H -3.281 1.604 2.870
H 0.255 -0.923 -1.836
H 1.448 -1.841 -0.017
H 3.262 -0.740 -2.854
H -2.311 -1.667 0.813
H 2.950 2.949 0.184
H -5.115 -1.342 2.942
H -2.018 2.072 0.443
H -5.077 0.116 -0.522
H -4.538 0.140 1.476
H -3.285 2.594 -0.532
H -1.098 -0.032 2.101
H 1.637 0.214 -2.083
H -2.521 0.537 0.002
H 3.109 -1.146 1.618
H 3.949 2.016 -0.923
H -3.944 1.947 -1.924
H 4.941 -2.072 -0.379
H 1.659 1.938 -1.488
H -1.700 -0.107 0.085
H 3.401 -4.210 -0.891
H -3.888 -0.103 2.438
H -5.482 -1.729 0.689
H 3.983 -0.548 -0.501
H 3.939 0.292 0.848
H 2.302 -2.799 -0.001
H 2.535 -1.608 -1.521
H 1.965 -1.297 -3.840
H 2.225 -0.285 -0.025
```

As for the HOMO energy: -8.5 eV. The LUMO energy comes out at 0.0079 Ha. As for the orbital gap: 8.72 eV. The calculation puts the relative energy (zero: lowest compared OMol25 entry of this formula, charge and spin) at 468.6 kcal per mole. The spin multiplicity is 1.

---

4.
A single C5H7NO molecule. Source: the OMol25 dataset; level of theory: the ωB97M-V functional and the def2-TZVPD basis.

Geometry as XYZ:
```
14
C5H7NO (the ωB97M-V functional and the def2-TZVPD basis)
O -0.692 1.103 1.658
N -2.781 0.325 -0.968
C -0.476 -0.297 1.686
C -0.567 0.439 0.415
C 0.690 0.660 -0.412
C 1.043 -0.621 -1.165
C -1.808 0.363 -0.346
H 0.213 -0.945 -1.804
H 1.928 -0.498 -1.795
H 0.518 -0.603 2.007
H 0.552 1.502 -1.101
H 1.243 -1.429 -0.452
H -1.302 -0.905 2.058
H 1.488 0.952 0.280
```

As for the HOMO energy: -11.1 eV. The LUMO energy comes out at 0.0299 Ha. As for the orbital gap: 11.90 eV. The calculation puts the relative energy (zero: lowest compared OMol25 entry of this formula, charge and spin) at 39.6 kcal per mole. The spin multiplicity is 1. Its SMILES is CC[C@@]1(C#N)CO1.

---

5.
2 unconnected molecules or ions with the total composition C5H11O2S at a distorted geometry. Source: the OMol25 dataset; level of theory: the ωB97M-V functional and the def2-TZVPD basis.

Geometry as XYZ:
```
19
C5H11O2S (the ωB97M-V functional and the def2-TZVPD basis)
S 1.616 1.152 -2.627
O -0.934 -1.939 2.726
O -0.181 -2.207 0.618
C -0.885 -1.640 1.474
C -2.016 0.456 2.349
C 0.540 2.526 -1.492
C -1.558 -0.302 1.189
C 1.659 -0.094 -1.343
H -2.239 -0.343 0.355
H 1.747 0.312 -0.227
H -2.384 -0.159 3.218
H 0.334 3.440 -2.188
H 2.580 -0.730 -1.499
H -2.943 1.080 1.887
H -1.307 1.048 3.058
H -0.386 2.067 -1.218
H 1.301 2.714 -0.651
H 0.793 -0.676 -1.182
H -0.875 0.310 0.668
```

As for the HOMO energy: -4.0 eV. The LUMO energy comes out at 0.1088 Ha. As for the charge: -1. As for the orbital gap: 6.95 eV. The calculation puts the relative energy (zero: lowest compared OMol25 entry of this formula, charge and spin) at 52.7 kcal per mole. The spin multiplicity is 1.

---

6.
A molecular structure, C39H34N5RuSi at a distorted geometry. Source: the OMol25 dataset; level of theory: the ωB97M-V functional and the def2-TZVPD basis.

Geometry as XYZ:
```
80
C39H34N5RuSi (the ωB97M-V functional and the def2-TZVPD basis)
Ru -0.406 0.595 -0.126
Si 0.585 0.815 -2.376
N -0.437 -1.761 0.365
N 1.415 -0.075 1.319
N -1.587 0.721 1.796
N -2.869 0.101 -0.380
N 0.009 2.675 1.205
C 4.433 -0.086 -0.905
C 3.300 0.478 2.674
C 0.208 -3.531 1.825
C 0.328 -2.210 1.378
C -0.873 -1.869 -5.234
C 0.384 -2.067 -2.781
C -0.944 1.248 2.845
C 1.163 4.692 1.719
C -2.799 -0.741 3.215
C -1.270 -2.598 -0.247
C 0.065 -3.212 -3.488
C -2.529 -0.214 1.955
C 3.080 -0.144 -1.184
C 0.069 -0.807 -3.282
C 1.326 -1.276 1.919
C -0.108 2.412 2.519
C -3.168 0.864 -2.654
C 3.182 -0.730 3.350
C -3.605 0.047 -1.486
C -0.559 -3.117 -4.721
C -5.150 -1.464 -0.447
C -0.676 -4.392 1.201
C 4.559 2.046 -1.989
C -4.754 -0.747 -1.559
C 0.454 3.248 3.477
C -2.090 -0.259 4.306
C 5.178 1.008 -1.312
C -1.168 0.762 4.130
C -3.294 -0.522 0.735
C 0.580 4.105 -0.653
C 0.578 3.808 0.807
C -0.589 -0.725 -4.509
C 3.199 2.001 -2.240
C 2.443 0.894 -1.860
C 2.393 0.756 1.665
C -4.428 -1.327 0.729
C 1.124 4.390 3.065
C 2.200 -1.619 2.955
C -1.423 -3.922 0.128
H -2.951 1.883 -2.331
H 1.588 5.037 3.791
H -0.308 3.674 -1.124
H 2.464 1.684 1.108
H 2.525 -1.022 -0.885
H -1.348 -1.786 -6.198
H 6.236 1.050 -1.109
H 1.644 5.589 1.362
H 2.132 -2.579 3.439
H -3.560 -1.490 3.348
H 2.742 2.821 -2.774
H 0.306 -4.180 -3.073
H 3.856 -0.989 4.152
H -2.290 -0.645 5.294
H 0.438 1.883 -3.408
H -0.759 -5.417 1.532
H -1.831 -2.201 -1.086
H 0.912 -2.165 -1.844
H 0.361 3.028 4.526
H -2.265 0.432 -3.085
H 4.907 -0.894 -0.368
H -3.941 0.888 -3.418
H 4.075 1.185 2.918
H 1.471 3.676 -1.112
H -0.795 -4.009 -5.280
H -5.314 -0.797 -2.480
H -0.855 0.232 -4.929
H 5.136 2.894 -2.322
H -2.101 -4.564 -0.410
H -0.655 1.188 4.975
H -6.013 -2.108 -0.482
H 0.818 -3.894 2.635
H -4.754 -1.836 1.620
H 0.597 5.179 -0.829
```

As for the HOMO energy (spin up / spin down): -12.5 / -13.9 eV. The expectation value of S² is 8.763. The LUMO energy (spin up / spin down) comes out at -0.2133 / -0.2738 Ha. As for the charge: +2. As for the orbital gap (spin up / spin down): 6.74 / 6.45 eV. The calculation puts the relative energy (zero: lowest compared OMol25 entry of this formula, charge and spin) at 7.5 kcal per mole. The spin multiplicity is 6.